{
  "formula": "C72H162N6O12",
  "method": "the ωB97M-V functional and the def2-TZVPD basis",
  "symbols": ["C", "C", "C", "C", "C", "C", "N", "O", "C", "C", "C", "H", "H", "H", "H", "H", "H", "H", "H", "H", "H", "H", "H", "H", "H", "H", "H", "H", "H", "H", "C", "C", "C", "C", "C", "C", "N", "O", "C", "C", "C", "H", "H", "H", "H", "H", "H", "H", "H", "H", "H", "H", "H", "H", "H", "H", "H", "H", "H", "H", "C", "C", "C", "C", "C", "C", "N", "O", "C", "C", "C", "H", "H", "H", "H", "H", "H", "H", "H", "H", "H", "H", "H", "H", "H", "H", "H", "H", "H", "H", "C", "C", "C", "C", "C", "C", "N", "O", "C", "C", "C", "H", "H", "H", "H", "H", "H", "H", "H", "H", "H", "H", "H", "H", "H", "H", "H", "H", "H", "H", "C", "C", "C", "C", "C", "C", "N", "O", "C", "C", "C", "H", "H", "H", "H", "H", "H", "H", "H", "H", "H", "H", "H", "H", "H", "H", "H", "H", "H", "H", "C", "C", "C", "C", "C", "C", "N", "O", "C", "C", "C", "H", "H", "H", "H", "H", "H", "H", "H", "H", "H", "H", "H", "H", "H", "H", "H", "H", "H", "H", "C", "C", "C", "O", "H", "H", "H", "H", "H", "H", "H", "H", "C", "C", "C", "O", "H", "H", "H", "H", "H", "H", "H", "H", "C", "C", "C", "O", "H", "H", "H", "H", "H", "H", "H", "H", "C", "C", "C", "O", "H", "H", "H", "H", "H", "H", "H", "H", "C", "C", "C", "O", "H", "H", "H", "H", "H", "H", "H", "H", "C", "C", "C", "O", "H", "H", "H", "H", "H", "H", "H", "H"],
  "coordinates": [[2.220, 0.952, 3.299], [1.024, 0.672, 2.401], [0.368, 2.007, 2.095], [-0.676, 1.999, 0.962], [-0.041, 1.394, -0.247], [0.537, -0.087, -0.057], [1.453, 0.013, 1.133], [2.079, -1.145, 1.450], [-0.628, -1.139, 0.134], [1.481, -0.242, -1.286], [0.046, -0.096, 3.277], [2.968, 1.428, 2.664], [2.614, 0.010, 3.680], [2.092, 1.523, 4.218], [0.009, 2.476, 3.011], [1.205, 2.672, 1.881], [-0.841, 3.071, 0.855], [-1.631, 1.635, 1.341], [0.652, 2.178, -0.551], [-0.868, 1.350, -0.956], [-0.242, -1.987, 0.699], [-1.523, -0.742, 0.613], [-0.903, -1.649, -0.790], [1.963, 0.710, -1.509], [2.147, -1.052, -0.988], [0.937, -0.597, -2.162], [-0.858, -0.318, 2.709], [-0.031, 0.474, 4.203], [0.526, -1.051, 3.489], [2.927, -0.976, 1.033], [8.254, -2.270, 7.513], [6.786, -2.892, 7.905], [6.479, -2.520, 9.406], [4.986, -2.710, 9.651], [4.092, -1.942, 8.638], [4.245, -2.535, 7.255], [5.693, -2.546, 6.948], [5.960, -2.943, 5.669], [3.649, -3.916, 7.174], [3.505, -1.548, 6.380], [6.980, -4.465, 8.052], [8.806, -2.671, 8.363], [8.514, -1.219, 7.637], [8.601, -2.531, 6.513], [7.034, -3.077, 10.161], [6.628, -1.464, 9.630], [4.817, -2.290, 10.643], [4.643, -3.691, 9.979], [4.187, -0.857, 8.615], [3.026, -2.060, 8.830], [4.017, -4.609, 7.930], [2.568, -3.803, 7.256], [3.675, -4.257, 6.139], [2.483, -1.413, 6.734], [4.077, -0.622, 6.438], [3.277, -1.861, 5.361], [5.992, -4.925, 8.033], [7.571, -4.849, 8.884], [7.440, -4.913, 7.171], [6.286, -2.143, 5.249], [-2.431, -1.200, -6.789], [-1.691, -2.126, -5.771], [-2.798, -2.472, -4.657], [-3.726, -3.649, -5.108], [-2.984, -4.850, -5.460], [-1.851, -4.688, -6.454], [-1.010, -3.408, -6.218], [0.122, -3.261, -7.018], [-0.945, -5.976, -6.162], [-2.367, -4.930, -7.952], [-0.681, -1.165, -5.116], [-1.871, -1.089, -7.717], [-2.765, -0.248, -6.375], [-3.322, -1.564, -7.300], [-2.296, -2.817, -3.753], [-3.362, -1.547, -4.539], [-4.269, -3.234, -5.957], [-4.483, -3.811, -4.341], [-3.685, -5.548, -5.916], [-2.721, -5.539, -4.657], [-0.277, -6.254, -6.977], [-0.401, -5.881, -5.222], [-1.503, -6.895, -5.982], [-3.342, -4.469, -8.106], [-1.580, -4.569, -8.614], [-2.430, -6.015, -8.029], [-1.138, -0.246, -4.749], [0.154, -0.936, -5.777], [-0.262, -1.692, -4.259], [0.868, -3.238, -6.414], [-2.256, 4.192, -8.603], [-2.025, 5.282, -7.450], [-3.468, 5.662, -6.947], [-4.169, 4.658, -6.125], [-3.261, 4.128, -4.942], [-1.783, 3.890, -5.279], [-1.200, 4.838, -6.288], [0.179, 4.717, -6.529], [-0.980, 3.989, -3.890], [-1.706, 2.416, -5.711], [-1.317, 6.550, -7.979], [-1.290, 3.816, -8.941], [-2.532, 4.792, -9.471], [-2.978, 3.389, -8.457], [-3.457, 6.507, -6.260], [-4.100, 5.862, -7.812], [-4.560, 3.740, -6.564], [-4.867, 5.169, -5.462], [-3.747, 3.335, -4.374], [-3.163, 4.890, -4.168], [-1.086, 3.195, -3.151], [0.039, 4.242, -4.180], [-1.194, 4.895, -3.322], [-2.147, 1.603, -5.134], [-2.139, 2.340, -6.708], [-0.723, 2.109, -6.069], [-1.224, 7.341, -7.234], [-1.828, 7.107, -8.764], [-0.287, 6.363, -8.283], [0.168, 3.930, -7.079], [7.548, -1.262, 2.582], [6.969, -0.165, 1.874], [8.105, 0.746, 1.424], [7.686, 1.909, 0.554], [7.040, 1.260, -0.729], [5.821, 0.372, -0.456], [6.212, -0.563, 0.666], [5.133, -1.433, 0.979], [4.610, 1.240, -0.264], [5.637, -0.686, -1.642], [5.971, 0.547, 2.907], [6.727, -1.838, 3.010], [8.366, -1.073, 3.277], [8.059, -1.895, 1.857], [8.639, 1.103, 2.305], [8.761, 0.223, 0.729], [8.529, 2.565, 0.338], [6.950, 2.607, 0.953], [7.712, 0.505, -1.138], [6.759, 1.938, -1.534], [3.814, 0.729, 0.277], [4.864, 1.964, 0.511], [4.240, 1.723, -1.168], [4.696, -1.236, -1.640], [5.832, -0.325, -2.652], [6.260, -1.580, -1.666], [5.513, 1.430, 2.462], [6.368, 0.773, 3.896], [5.152, -0.150, 3.082], [5.456, -2.210, 0.517], [-9.078, -0.219, -1.886], [-8.095, -0.887, -0.860], [-7.953, -2.388, -1.274], [-6.940, -2.741, -2.397], [-5.559, -2.290, -1.994], [-5.571, -0.765, -1.669], [-6.648, -0.335, -0.779], [-6.638, 0.967, -0.405], [-4.261, -0.349, -0.942], [-5.552, 0.110, -2.978], [-8.675, -0.939, 0.551], [-9.770, 0.564, -1.578], [-9.720, -0.922, -2.417], [-8.555, 0.325, -2.673], [-7.653, -2.991, -0.417], [-8.876, -2.796, -1.687], [-7.192, -2.232, -3.327], [-6.980, -3.790, -2.691], [-4.822, -2.419, -2.786], [-5.191, -2.848, -1.134], [-3.376, -0.540, -1.549], [-4.248, 0.677, -0.575], [-4.089, -0.943, -0.044], [-5.674, 1.189, -2.882], [-4.715, -0.164, -3.620], [-6.562, 0.037, -3.382], [-8.928, 0.054, 0.923], [-8.153, -1.467, 1.349], [-9.497, -1.632, 0.367], [-6.494, 0.872, 0.540], [-0.569, -2.226, 8.425], [-1.669, -2.627, 7.362], [-1.148, -2.929, 5.970], [-2.429, -3.624, 7.853], [-1.007, -2.048, 9.408], [-0.139, -1.232, 8.300], [0.301, -2.854, 8.619], [-2.303, -1.742, 7.307], [-0.745, -1.977, 5.625], [-2.010, -3.006, 5.306], [-0.551, -3.835, 5.863], [-2.995, -4.053, 7.207], [-3.813, 3.958, 1.529], [-3.912, 4.486, 0.095], [-4.004, 3.457, -0.920], [-4.960, 5.281, -0.006], [-2.878, 3.517, 1.875], [-4.641, 3.359, 1.909], [-4.085, 4.816, 2.143], [-3.010, 5.011, -0.217], [-3.357, 2.593, -0.771], [-3.819, 3.787, -1.943], [-5.004, 3.031, -0.849], [-4.889, 5.642, -0.893], [4.650, 5.448, -2.155], [3.226, 4.965, -2.669], [2.766, 3.583, -2.225], [2.292, 5.798, -2.068], [5.061, 6.148, -2.883], [5.307, 4.588, -2.287], [4.798, 5.805, -1.136], [3.194, 5.003, -3.758], [2.919, 3.357, -1.170], [3.300, 2.795, -2.755], [1.709, 3.479, -2.470], [1.633, 6.094, -2.700], [0.878, 6.364, 1.240], [0.853, 7.604, 0.329], [-0.356, 7.840, -0.627], [1.022, 8.679, 1.187], [0.719, 5.508, 0.583], [0.072, 6.286, 1.970], [1.873, 6.253, 1.670], [1.761, 7.682, -0.269], [-0.813, 6.851, -0.634], [-0.103, 8.051, -1.666], [-1.069, 8.604, -0.315], [1.387, 9.433, 0.717], [1.813, -4.495, 3.929], [0.745, -4.457, 2.777], [1.253, -4.621, 1.341], [-0.242, -5.435, 3.135], [2.086, -5.498, 4.255], [1.401, -4.160, 4.881], [2.688, -3.888, 3.693], [0.301, -3.461, 2.768], [1.773, -5.559, 1.147], [1.984, -3.892, 0.990], [0.384, -4.637, 0.684], [0.059, -6.301, 2.849], [-5.241, -3.721, 2.449], [-3.958, -4.405, 2.135], [-3.021, -3.500, 1.363], [-3.351, -4.619, 3.376], [-4.964, -2.720, 2.777], [-5.953, -4.179, 3.136], [-5.649, -3.677, 1.439], [-4.019, -5.382, 1.655], [-2.074, -4.036, 1.419], [-2.964, -2.520, 1.836], [-3.168, -3.368, 0.291], [-2.423, -4.394, 3.277]],
  "gap_ev": [6.12, 1.94],
  "e_lumo_ev": [-2.786, -6.967],
  "multiplicity": 2,
  "charge": 1,
  "homo_ha": [-0.3274, -0.3274]
}